Record 1
A 7-piece molecular cluster, C46H53BrN9O2 overall in a non-equilibrium geometry, computed with wB97M-V/def2-TZVPD.

## Properties
Kohn-Sham gap: 6.59 eV
Strongest force on any atom: 0.029 Eh/bohr
Net charge: +1
Spin multiplicity: 1

Geometry as XYZ:
```
111
C46H53BrN9O2 wB97M-V/def2-TZVPD
C 4.056 -3.646 3.603
C 4.856 -4.291 2.749
C 5.833 -3.644 1.792
C 5.879 -2.176 2.052
N 6.910 -1.698 2.724
N 7.128 -0.433 3.075
C 6.174 0.380 2.722
C 5.014 0.023 2.002
C 4.009 1.096 1.691
C 3.048 1.337 2.856
O 1.917 1.593 2.691
Br 3.718 1.165 4.661
C 4.852 -1.303 1.618
C 3.681 -1.786 0.813
C 2.329 -1.766 1.584
C 1.219 -1.178 0.712
C -0.200 -1.520 1.219
N -0.186 -1.970 2.618
C -1.166 -3.030 2.909
C -0.219 -0.929 3.586
C -0.936 0.358 3.288
O 0.313 -1.109 4.650
H 4.328 -2.738 4.131
H 3.076 -4.038 3.847
H 4.818 -5.374 2.752
H 5.448 -3.842 0.795
H 6.829 -4.073 1.919
H 7.630 -2.344 3.022
H 6.311 1.411 3.016
H 3.372 0.768 0.877
H 4.505 2.027 1.419
H 3.592 -1.157 -0.073
H 3.843 -2.804 0.473
H 2.093 -2.792 1.844
H 2.407 -1.200 2.511
H 1.340 -0.096 0.633
H 1.325 -1.594 -0.291
H -0.557 -2.364 0.631
H -0.903 -0.709 1.040
H -0.656 -3.996 2.941
H -1.618 -2.889 3.887
H -1.921 -3.108 2.128
H -2.002 0.221 3.123
H -0.486 0.794 2.399
H -0.729 1.053 4.094
N 1.855 3.792 -1.247
C 2.432 4.558 -2.172
C 3.203 5.672 -1.872
C 3.386 6.011 -0.542
C 2.791 5.224 0.434
C 2.040 4.131 0.028
H 2.265 4.266 -3.203
H 3.647 6.256 -2.667
H 3.979 6.874 -0.268
H 2.904 5.452 1.485
H 1.556 3.487 0.756
N -3.111 0.733 0.524
C -2.214 1.652 0.166
C -2.523 2.976 -0.095
C -3.843 3.378 0.021
C -4.793 2.440 0.391
C -4.378 1.140 0.630
H -1.191 1.297 0.080
H -1.746 3.672 -0.383
H -4.128 4.403 -0.176
H -5.836 2.707 0.491
H -5.092 0.378 0.922
N 2.780 -5.765 0.532
C 2.511 -6.736 1.405
C 1.764 -7.861 1.099
C 1.263 -7.989 -0.186
C 1.530 -6.989 -1.107
C 2.289 -5.904 -0.700
H 2.917 -6.600 2.403
H 1.581 -8.617 1.850
H 0.675 -8.853 -0.465
H 1.158 -7.047 -2.121
H 2.521 -5.103 -1.394
N -4.734 -1.319 -3.160
C -5.289 -2.514 -3.344
C -5.457 -3.447 -2.331
C -5.021 -3.118 -1.058
C -4.443 -1.875 -0.846
C -4.326 -1.013 -1.929
H -5.613 -2.731 -4.356
H -5.916 -4.404 -2.537
H -5.133 -3.820 -0.240
H -4.089 -1.577 0.130
H -3.881 -0.033 -1.813
N 2.003 5.830 -5.599
C 2.820 6.832 -5.921
C 2.403 8.145 -6.079
C 1.061 8.436 -5.895
C 0.197 7.406 -5.562
C 0.716 6.128 -5.425
H 3.862 6.562 -6.061
H 3.114 8.917 -6.341
H 0.696 9.448 -6.011
H -0.858 7.587 -5.411
H 0.072 5.295 -5.163
N -8.076 1.560 -2.207
C -9.271 1.694 -1.637
C -9.777 0.812 -0.693
C -8.997 -0.271 -0.324
C -7.749 -0.427 -0.909
C -7.334 0.513 -1.841
H -9.851 2.553 -1.957
H -10.755 0.972 -0.262
H -9.355 -0.984 0.408
H -7.111 -1.259 -0.651
H -6.372 0.439 -2.325
```

---

Record 2
One molecule with the formula C4H5N3O in a non-equilibrium geometry, computed with wB97M-V/def2-TZVPD.

## Properties
Kohn-Sham gap: 9.59 eV
SMILES: C#C/C=N\NC(N)=O
Strongest force on any atom: 0.075 Eh/bohr
Relative energy (zero: lowest compared OMol25 entry of this formula, charge and spin): 377.4 kJ/mol
Spin multiplicity: 1

Geometry as XYZ:
```
13
C4H5N3O wB97M-V/def2-TZVPD
C 2.711 -0.803 -0.795
C 1.877 -0.033 -1.240
C 0.732 0.513 -1.788
N -0.417 0.421 -1.265
N -0.622 -0.160 -0.129
C -1.689 0.145 0.619
N -1.373 -0.356 1.936
O -2.714 0.697 0.328
H 3.563 -1.249 -0.283
H 0.842 1.036 -2.686
H 0.140 -0.411 0.441
H -2.247 -0.222 2.528
H -0.803 0.422 2.334
```